(1)
74
Properties=species:S:1:pos:R:3:forces:R:3:lowdin_spin:R:1 method="wB97M-V/def2-TZVPD" gap_ha="0.2863 / 0.2428" spin_multiplicity=3 e_above_lowest_ev=0.893
Pd 0.01916 0.00252 -0.70925 0.5 -0.5 -0.8 1.310
O -1.26073 3.65470 1.28489 0.0 0.1 0.0 0.001
C -1.14497 4.52604 0.25843 0.0 -0.1 0.1 0.000
C -1.68469 5.80153 0.43244 0.0 0.0 0.1 0.000
C -1.59362 6.74295 -0.57030 0.0 0.0 0.0 0.000
C -0.96045 6.43386 -1.77276 0.0 0.0 0.0 0.000
C -0.43124 5.17319 -1.94924 0.0 0.0 0.0 0.001
C -0.51558 4.19854 -0.94916 0.1 0.1 -0.1 0.005
C 0.05386 2.85031 -1.18976 0.1 -0.2 -0.3 0.011
O 0.06288 2.01447 -0.19086 -0.1 0.1 0.6 0.099
N 0.49127 2.57375 -2.37815 0.1 0.2 0.0 0.000
N 1.05128 1.28812 -2.50767 -0.1 0.5 0.5 0.051
C 2.19664 1.38261 -3.06652 -0.2 -0.7 -0.1 0.009
S 3.15959 -0.04413 -3.46748 0.0 0.2 0.0 0.001
C 4.17322 0.83052 -4.69207 0.0 0.0 0.0 0.000
C 4.45741 2.20602 -4.12068 0.0 0.0 0.0 0.001
S 2.88819 2.91951 -3.54503 0.0 0.1 0.0 0.005
H -0.80087 2.83524 1.00155 0.0 0.0 0.0 0.000
H -2.16931 6.02096 1.37533 0.0 0.0 0.0 0.000
H -2.01568 7.72843 -0.41680 0.0 0.0 0.0 0.000
H -0.88340 7.17344 -2.55856 0.0 0.0 0.0 0.000
H 0.06008 4.90461 -2.87353 0.0 0.0 0.0 0.000
H 3.63465 0.90092 -5.63646 0.0 0.0 0.0 0.000
H 5.08917 0.26024 -4.84173 0.0 0.0 0.0 0.000
H 4.86869 2.87569 -4.87552 0.0 0.0 0.0 0.000
H 5.15784 2.13714 -3.28833 0.0 0.0 0.0 0.000
C -3.10575 0.47528 0.32595 0.0 0.1 -0.1 0.001
C -2.96707 -0.09003 -1.08895 -0.1 -0.1 -0.4 0.011
C -2.88209 1.04200 -2.11509 -0.1 0.0 0.1 -0.002
C -4.18016 -0.95994 -1.42287 -0.1 0.0 0.1 0.013
O -1.82000 -0.92096 -1.20521 -0.1 0.3 0.1 0.254
H -3.21758 -0.32605 1.05515 0.0 -0.1 0.0 0.000
H -3.98222 1.12426 0.39763 0.0 0.0 0.0 0.000
H -2.23222 1.07396 0.59038 0.0 0.0 0.0 0.000
H -3.70678 1.74892 -1.99293 0.0 0.0 0.0 0.000
H -2.91649 0.63428 -3.12609 0.0 0.0 0.0 0.000
H -1.95440 1.60145 -2.01169 0.1 0.0 0.0 -0.001
H -5.09100 -0.35635 -1.42944 0.0 0.0 0.0 0.002
H -4.30696 -1.75352 -0.68380 0.0 0.0 0.0 0.000
H -4.05478 -1.40692 -2.40956 0.0 0.0 0.0 0.000
Te -0.42234 -2.41494 0.45842 0.2 -0.2 0.2 0.128
C -2.18056 -2.85558 1.51851 0.0 0.0 0.2 0.017
C -3.15772 -3.60577 0.87864 0.0 0.0 -0.1 0.008
C -4.31716 -3.95107 1.55845 0.0 0.0 0.0 0.000
C -4.49505 -3.55836 2.87639 0.0 0.0 0.0 0.006
C -3.51088 -2.81957 3.51820 0.0 0.0 0.0 -0.001
C -2.35230 -2.46837 2.84233 0.0 0.1 0.0 0.007
C 0.90567 -2.80882 2.07401 -0.1 -0.2 0.0 0.020
C 1.46711 -4.07239 2.23597 0.0 0.0 -0.1 0.006
C 2.34232 -4.32221 3.28437 0.0 0.0 0.0 0.001
C 2.65532 -3.31155 4.18269 0.0 0.0 0.0 0.000
C 2.09473 -2.05181 4.02990 0.0 0.0 0.1 0.000
C 1.23102 -1.80110 2.97388 -0.1 0.1 0.0 0.002
H -3.02532 -3.90855 -0.15296 0.0 0.0 0.0 0.000
H -5.08193 -4.52926 1.05566 0.0 0.0 0.0 0.000
H -5.39935 -3.82944 3.40602 0.0 0.0 0.0 0.000
H -3.64616 -2.50960 4.54664 0.0 0.0 0.0 0.000
H -1.58897 -1.88962 3.34657 0.0 0.0 0.0 0.000
H 1.22392 -4.86816 1.54157 0.0 0.0 0.0 0.002
H 2.77575 -5.30730 3.40389 0.0 0.0 0.0 0.000
H 3.33656 -3.50558 5.00142 0.0 0.0 0.0 0.000
H 2.33895 -1.26121 4.72766 0.0 0.0 0.0 0.000
H 0.80297 -0.81120 2.85232 0.0 0.0 0.0 0.000
I 5.31390 -0.27783 2.91729 0.0 0.0 0.0 0.001
C 4.21761 -1.00739 1.31013 0.0 -0.1 -0.1 0.000
C 4.56785 -2.19473 0.68357 0.0 0.1 0.1 -0.001
C 3.81143 -2.61973 -0.39546 -0.1 0.0 0.0 0.001
C 2.73348 -1.84814 -0.79672 0.1 -0.2 0.1 0.002
N 2.38408 -0.72181 -0.17770 -0.1 0.1 -0.1 0.024
C 3.11045 -0.30563 0.85256 0.1 0.1 0.0 0.001
H 5.41389 -2.77063 1.03380 0.0 0.0 0.0 0.000
H 4.04940 -3.53652 -0.91701 0.0 0.0 0.0 0.000
H 2.11697 -2.15156 -1.63421 0.0 0.0 0.0 0.001
H 2.79848 0.61785 1.32696 0.0 0.0 0.0 0.000



(2)
103
Properties=species:S:1:pos:R:3:forces:R:3:lowdin_spin:R:1 method="wB97M-V/def2-TZVPD" total_charge=+1 gap_ha="0.3252 / 0.1116" spin_multiplicity=2
C 4.57478 0.51197 -5.57923 0.5 0.4 -1.9 0.000
C 3.63043 0.03971 -6.63338 -0.1 0.7 -1.3 0.000
O 2.92267 -0.91511 -5.90376 -0.9 -2.2 0.6 0.000
C 2.99696 -0.62098 -4.59553 -2.9 -1.8 1.2 0.000
O 2.36177 -1.17034 -3.69412 1.5 1.1 -1.9 0.000
O 3.75610 0.42892 -4.45434 1.1 1.3 2.2 0.000
H 4.93451 1.52067 -5.78223 0.2 -0.2 0.5 0.000
H 5.32833 -0.27557 -5.57228 0.6 0.4 0.6 0.000
H 4.15739 -0.38664 -7.48698 -0.2 -0.2 0.1 0.000
H 2.88380 0.75245 -6.98361 0.3 0.4 -0.1 0.000
C -3.57033 5.08504 -0.05795 0.4 -0.5 -0.6 0.000
C -2.12735 5.58683 -0.03628 -0.8 0.0 0.2 0.000
O -1.46388 4.73421 -1.00052 1.7 0.1 0.6 0.000
C -2.29558 3.78268 -1.48657 3.0 0.2 -2.0 0.000
O -1.98256 2.86532 -2.23973 -0.4 1.5 1.9 0.000
O -3.45833 4.17083 -1.17418 -5.5 -1.2 0.9 0.000
H -4.40566 5.75136 -0.27324 0.5 0.3 -0.2 0.000
H -3.81825 4.60044 0.88641 -0.1 -0.6 -0.3 0.000
H -1.73404 5.37178 0.95728 0.5 0.4 -0.2 0.000
H -2.13964 6.64562 -0.29497 0.9 -0.2 -0.2 0.000
C -4.93120 1.80288 1.11386 1.7 0.0 -2.2 0.000
C -4.11451 0.62760 1.60741 -1.1 0.3 -1.7 0.000
O -3.59377 1.11682 2.79012 0.6 -0.5 1.9 0.000
C -4.22572 2.26726 3.21073 1.4 0.3 3.8 0.000
O -4.01263 2.76206 4.34863 -1.2 -1.8 -5.2 0.000
O -5.01605 2.66482 2.21928 -1.3 1.0 1.0 0.000
H -5.81612 1.38733 0.63186 -0.7 1.0 0.7 0.000
H -4.35301 2.32937 0.35452 -0.3 0.2 -0.2 0.000
H -3.34999 0.31526 0.89604 0.3 0.2 0.3 0.000
H -4.88917 -0.13870 1.57906 0.6 -0.9 1.5 0.000
C 4.57211 -0.00929 -0.65241 1.2 0.1 -0.8 0.000
C 3.53742 -0.67320 0.14370 -1.5 -1.8 -1.3 0.000
O 3.19670 0.20765 1.17789 -0.3 0.9 0.9 0.000
C 4.01764 1.29629 1.12467 1.7 1.0 2.7 0.000
O 4.08906 2.23940 1.91602 -1.1 -2.7 -2.5 0.000
O 4.97704 1.03185 0.22001 0.2 1.5 -1.0 0.000
H 4.07570 0.24076 -1.59003 0.6 1.3 -0.1 0.000
H 5.44390 -0.59944 -0.93488 0.0 0.0 0.4 0.000
H 3.82956 -1.69660 0.37909 -0.2 0.1 1.1 0.000
H 2.71054 -0.71820 -0.56506 -0.5 -0.6 0.6 0.000
C 2.67495 -2.11072 4.44916 0.3 1.1 -1.6 0.000
C 2.19915 -3.25816 3.64743 0.4 0.9 -4.5 0.000
O 1.70716 -4.22360 4.46663 -1.5 -0.7 3.1 0.000
C 1.92937 -3.80524 5.75300 1.6 -2.2 1.6 0.000
O 1.74281 -4.46028 6.77594 -0.3 2.1 -2.8 0.000
O 2.67179 -2.66189 5.69362 -0.5 -0.4 3.4 0.000
H 2.02374 -1.24451 4.33212 -0.3 0.1 0.5 0.000
H 3.64384 -1.74654 4.10753 0.3 -0.3 0.5 0.000
H 2.97602 -3.71393 3.03357 0.1 0.1 -0.1 0.000
H 1.43601 -2.86678 2.97471 -0.2 -0.5 -0.3 0.000
C -2.49035 -3.15978 5.64687 0.1 1.7 -1.0 0.005
C -2.22450 -1.99554 4.70630 0.0 -1.8 -1.1 0.011
O -1.36495 -1.12504 5.45523 0.4 2.3 1.7 0.054
C -1.56007 -1.35590 6.78947 0.2 -1.5 -5.2 0.061
O -1.13671 -0.57645 7.72114 -0.5 -0.7 -0.8 0.848
O -2.09634 -2.49266 6.87048 -1.0 -0.9 4.9 0.013
H -1.80974 -3.99060 5.46088 -0.4 -0.1 0.5 0.000
H -3.56928 -3.30580 5.59508 0.3 -0.8 0.9 0.000
H -3.14871 -1.57511 4.30986 0.4 0.9 0.4 0.000
H -1.71434 -2.49145 3.88051 0.7 1.1 -0.4 0.007
C 1.25917 -5.11994 -1.39187 -3.8 1.2 -2.4 0.000
C 0.59384 -4.75585 -0.07568 -0.2 -1.2 -0.7 0.000
O 1.72129 -4.82599 0.73075 1.9 1.2 1.8 0.000
C 2.91257 -4.90663 0.02292 0.9 -0.1 1.2 0.000
O 4.01303 -4.79806 0.52915 -2.4 -0.1 -1.2 0.000
O 2.62484 -5.16330 -1.27477 1.3 -0.3 1.4 0.000
H 0.96845 -4.18533 -1.87153 0.7 -0.4 -1.5 0.000
H 0.74297 -5.91539 -1.92935 0.8 -0.4 0.0 0.000
H -0.18993 -5.38842 0.34103 0.3 -0.4 -0.2 0.000
H 0.11705 -3.81002 -0.33295 0.3 0.6 1.5 0.000
C -1.09798 -0.35690 -1.55927 1.1 -0.2 0.7 0.000
C 0.18207 0.34342 -1.07100 -0.8 1.7 -1.0 0.000
O 0.23109 0.01772 0.31415 1.5 1.3 0.8 0.000
C -0.42234 -1.05863 0.53486 -1.3 -3.3 2.6 0.000
O -0.49825 -1.69640 1.62329 0.1 2.1 -3.6 0.000
O -1.01820 -1.41383 -0.62210 -1.6 -2.5 1.6 0.000
H -1.07820 -0.90362 -2.50204 0.2 0.8 -0.3 0.000
H -2.01136 0.21865 -1.40899 0.0 0.1 -0.1 0.000
H 0.08154 1.42722 -1.01290 0.3 0.0 -0.9 0.000
H 1.04925 -0.02794 -1.61707 0.1 0.2 0.2 0.000
C -4.79238 -2.87318 -3.26125 -0.2 1.3 0.4 0.000
C -4.09842 -2.95407 -1.87892 -1.6 0.7 0.8 0.000
O -2.93603 -3.66249 -2.11052 1.2 -1.8 -0.6 0.000
C -3.08948 -4.37833 -3.28177 2.5 -0.8 -2.2 0.000
O -2.36002 -5.23654 -3.77614 -1.9 2.2 2.5 0.000
O -4.04286 -3.78417 -4.01360 -0.7 -1.4 -0.1 0.000
H -4.79698 -1.98035 -3.88650 0.3 0.6 0.7 0.000
H -5.84820 -3.09747 -3.10953 0.1 -0.7 -0.4 0.000
H -4.76348 -3.50395 -1.21303 -0.1 -0.6 -0.1 0.000
H -3.91085 -2.08757 -1.24479 0.4 0.6 -0.8 0.000
C 2.39408 4.51014 -0.53574 -0.2 -0.2 0.0 0.000
C 2.24516 5.73513 -1.41485 0.6 -0.8 -0.2 0.000
C 1.49815 5.46791 -2.72302 -0.2 0.8 0.3 0.000
O 0.50539 6.52876 -2.72545 -0.6 -0.2 0.2 0.000
C 0.42469 7.20161 -1.50718 1.0 1.0 -2.5 0.000
O -0.25884 8.21199 -1.37455 1.6 -3.3 0.7 0.000
O 1.41225 6.65573 -0.74553 -1.5 1.7 1.5 0.000
H 1.41344 4.03438 -0.54541 -0.1 -0.1 0.5 0.000
H 2.72736 4.77799 0.46690 -0.3 0.0 0.0 0.000
H 3.11010 3.76523 -0.88287 0.1 0.2 -0.4 0.000
H 3.22019 6.20195 -1.55444 -0.1 0.2 -0.2 0.000
H 1.06682 4.46688 -2.72203 -0.6 0.2 0.1 0.000
H 2.11055 5.54658 -3.62128 0.0 0.3 0.1 0.000